Computed, not measured: a structure of composition C30H44GdI2N3OSi, with the ωB97M-V functional and the def2-TZVPD basis.

Output
Largest force on an atom = 3.0 eV/A
E_tot = -83254.4775 eV
Gap between HOMO and LUMO (alpha / beta) = 7.06 / 5.03 eV
HOMO (alpha / beta) = -0.268 / -0.265 hartree
<S²> = 16.044

The geometry in ORCA input format:
```
! RIJCOSX wB97M-V def2-TZVPD def2/J DEFGRID3
* xyz 0 8
Gd 0.358 0.366 0.072
I -1.331 -4.948 -0.241
I 3.672 -5.719 -3.561
Si -4.369 -0.399 1.979
O -0.118 -1.885 -0.324
N 1.931 -0.818 -1.723
N 0.107 2.672 -1.307
N -1.418 0.230 -2.262
C 4.038 -1.041 -2.903
C 2.656 -3.029 -2.408
C 3.974 1.426 0.666
C -1.882 1.608 -2.423
C -5.782 -0.278 0.823
C 0.577 -2.720 -1.026
C 1.774 1.746 2.007
C -0.910 -0.156 -3.581
C 3.841 -2.428 -2.933
C -0.729 2.575 -2.464
C 1.367 3.218 -1.731
C -3.700 -2.139 2.057
C -0.501 3.542 -0.310
C 1.713 -2.191 -1.830
C 2.390 -0.424 1.622
C 0.876 0.876 2.743
C -0.091 1.390 3.729
C -4.774 0.458 3.557
C 3.036 -0.301 -2.248
C 0.740 -1.791 3.060
C -1.817 0.921 1.004
C 1.311 -4.903 -1.787
C 2.376 -4.482 -2.483
C 3.248 -1.605 1.226
C -2.476 -0.629 -1.914
C 2.722 0.964 1.322
C -2.946 0.618 1.387
C 1.908 3.198 2.226
C 0.417 -4.102 -1.124
C 1.235 -0.480 2.445
H 0.341 -1.641 4.088
H -3.925 0.663 4.219
H 0.089 0.222 -3.748
H -0.928 0.783 4.022
H -1.456 3.110 -0.001
H 4.636 -3.102 -3.312
H -3.039 -2.278 2.956
H -0.504 2.393 3.372
H -3.261 -0.629 -2.639
H 0.943 3.605 2.467
H -0.033 2.355 -3.297
H -4.560 -2.769 2.183
H 4.193 -1.717 1.812
H -1.613 0.172 -4.371
H -2.435 1.686 -3.356
H 2.627 3.445 3.075
H 1.598 -2.477 3.082
H 0.413 1.578 4.701
H 1.882 3.477 -0.819
H -1.183 3.569 -2.631
H -2.969 -0.280 -1.066
H -0.062 -2.299 2.579
H -0.755 -1.233 -3.672
H -2.202 -1.722 -1.754
H 4.794 0.699 0.898
H 3.944 1.504 -0.467
H 0.207 3.592 0.466
H -3.159 -2.279 1.130
H 2.714 -2.549 1.114
H -0.565 4.540 -0.646
H -5.855 0.790 0.515
H -2.494 1.876 -1.545
H -5.214 1.522 3.305
H 1.350 4.094 -2.323
H 4.838 -0.416 -3.339
H 1.815 2.390 -2.301
H -6.717 -0.500 1.331
H -5.653 -1.063 0.072
H -5.590 0.044 4.121
H 3.670 -1.445 0.178
H 2.156 3.666 1.259
H 3.163 0.782 -2.283
H 1.038 -5.929 -1.766
H 4.336 2.427 1.051
*
```

Atom charges from the Mulliken analysis, given in e for atoms 1 to 4:
1. Gd -0.105
2. I -0.031
3. I 0.049
4. Si 0.140